<a>
Below is a cluster of 2 separate species, H4N2O2Si in total, with properties calculated with ωB97M-V with the def2-TZVPD basis set.

Properties
Orbital gap (eV): 9.494
Highest occupied orbital energy (eV): -10.517
SMILES: [H]/N=[SiH]/[N+](=O)[O-].[H][H]

Each atom is followed by the atoms it is bonded to, with distances in Å.
Geometry (Å):
1 N -0.79004 0.82396 0.28360  Si5 1.580, H7 0.987
2 N 0.80381 -1.56052 -0.09578  O3 1.236, O4 1.211, Si5 1.978
3 O 0.88663 -2.54909 -0.83332  N2 1.236
4 O 1.68143 -1.10872 0.60540  N2 1.211
5 Si -0.86029 -0.56083 -0.47422  N1 1.580, N2 1.978, H8 1.471
6 H 0.28563 2.35429 0.62952  H9 0.774
7 H -1.36213 1.62627 0.23246  N1 0.987
8 H -1.51512 -1.40645 -1.48444  Si5 1.471
9 H 0.87009 2.38110 1.13679  H6 0.774

Atom charges from the natural (NBO) analysis, given in e for atoms 1 to 8: atom 1 (N): -1.31, atom 2 (N): 0.26, atom 3 (O): -0.41, atom 4 (O): -0.34, atom 5 (Si): 1.56, atom 6 (H): -0.01, atom 7 (H): 0.40, atom 8 (H): -0.15

***

<b>
Below is a cluster of 2 separate species, H4N2O2Si in total, with properties calculated with ωB97M-V with the def2-TZVPD basis set.

Properties
Orbital gap (spin up / spin down) (eV): 8.223 / 7.120
Highest occupied orbital energy (spin up / spin down) (eV): -9.325 / -8.198

Each atom is followed by the atoms it is bonded to, with distances in Å.
Geometry (Å):
1 N 1.09252 1.04404 0.40489  Si5 1.664, H6 1.129, H7 1.035
2 N -1.42429 -0.10309 0.13095  O3 1.218, O4 1.236, Si5 1.776
3 O -1.68743 0.97408 -0.37344  N2 1.218
4 O -2.28403 -0.92679 0.46387  N2 1.236
5 Si 0.31044 -0.42332 0.33633  N1 1.664, N2 1.776, H8 1.436
6 H 2.20018 0.94138 0.21309  N1 1.129
7 H 0.83962 1.83046 -0.21861  N1 1.035
8 H 0.46820 -1.62946 1.09927  Si5 1.436
9 H 0.48478 -1.70730 -2.05635  no bonds

Atom charges from the natural (NBO) analysis, given in e for atoms 1 to 8: atom 1 (N): -1.34, atom 2 (N): 0.18, atom 3 (O): -0.38, atom 4 (O): -0.37, atom 5 (Si): 1.48, atom 6 (H): 0.43, atom 7 (H): 0.45, atom 8 (H): -0.15

***

What are the relative energies? In kcal/mol: <a> 0.0; <b> 14.0.

***

<a>
Below is the molecule C4H3NO2S, with properties calculated with ωB97M-V with the def2-TZVPD basis set.

Properties
Orbital gap (eV): 8.258
Highest occupied orbital energy (eV): -9.110
SMILES: C#CC(=O)C(=O)NS

Each atom is followed by the atoms it is bonded to, with distances in Å.
Geometry (Å):
1 C -0.56095 -0.15825 0.00016  C2 1.543, N8 1.349, O9 1.224
2 C 0.73634 0.67694 0.00453  C1 1.543, C3 1.445, O10 1.215
3 C 1.96584 -0.08293 -0.00019  C2 1.445, C4 1.204
4 C 3.00826 -0.68633 -0.00029  C3 1.204, H7 1.050
5 H -2.78686 -1.28318 0.00205  S11 1.341
6 H -1.51335 1.62463 -0.00484  N8 1.011
7 H 3.92529 -1.19824 0.00265  C4 1.050
8 N -1.65993 0.62448 0.00080  C1 1.349, H6 1.011, S11 1.720
9 O -0.55506 -1.38272 -0.00253  C1 1.224
10 O 0.69277 1.89083 -0.00251  C2 1.215
11 S -3.25235 -0.02522 0.00017  H5 1.341, N8 1.720

Atom charges from the natural (NBO) analysis, given in e for atoms 1 to 8: atom 1 (C): 0.55, atom 2 (C): 0.44, atom 3 (C): -0.13, atom 4 (C): -0.08, atom 5 (H): 0.16, atom 6 (H): 0.44, atom 7 (H): 0.24, atom 8 (N): -0.73

***

<b>
Below is the molecule C4H3NO2S, with properties calculated with ωB97M-V with the def2-TZVPD basis set.

Properties
Orbital gap (eV): 8.649
Highest occupied orbital energy (eV): -8.900
SMILES: Oc1cc(=S)ocn1

Each atom is followed by the atoms it is bonded to, with distances in Å.
Geometry (Å):
1 C 0.19868 -0.31788 1.00605  C2 1.381, N8 1.465, O9 1.389
2 C -0.66084 0.53017 0.33575  C1 1.381, C3 1.449, H6 1.150
3 C -0.48582 0.75142 -1.08560  C2 1.449, O10 1.364, S11 1.639
4 C 0.99725 -1.03942 -0.93248  H7 1.130, N8 1.278, O10 1.300
5 H -0.57466 0.37805 2.50208  O9 0.967
6 H -1.52845 1.14609 0.77166  C2 1.150
7 H 1.71724 -1.57564 -1.61797  C4 1.130
8 N 1.08394 -1.26411 0.32257  C1 1.465, C4 1.278
9 O 0.04100 -0.35854 2.38524  C1 1.389, H5 0.967
10 O 0.42325 -0.10661 -1.63222  C3 1.364, C4 1.300
11 S -1.21160 1.85646 -2.05508  C3 1.639

Atom charges from the natural (NBO) analysis, given in e for atoms 1 to 8: atom 1 (C): 0.52, atom 2 (C): -0.46, atom 3 (C): 0.17, atom 4 (C): 0.45, atom 5 (H): 0.49, atom 6 (H): 0.25, atom 7 (H): 0.19, atom 8 (N): -0.47

***

What are the relative energies? In kcal/mol: <a> 23.9; <b> 0.0.

***

<a>
Below is a cluster of 2 separate species, C9H14OS in total, with properties calculated with ωB97M-V with the def2-TZVPD basis set.

Properties
Orbital gap (eV): 9.259
Highest occupied orbital energy (eV): -8.461
SMILES: Cc1ccc(O)cc1.CSC

Each atom is followed by the atoms it is bonded to, with distances in Å.
Geometry (Å):
1 C -0.90698 2.16899 1.61905  S3 1.940, H4 1.133, H5 1.122, H6 1.058
2 C 0.66163 2.80890 -0.67220  S3 1.802, H7 1.095, H8 1.118, H9 1.066
3 S -0.80939 3.43991 0.15658  C1 1.940, C2 1.802
4 H -1.48776 2.57076 2.50517  C1 1.133
5 H -1.20622 1.13587 1.29910  C1 1.122
6 H 0.05277 1.98343 2.02412  C1 1.058
7 H 0.69842 3.54827 -1.47892  C2 1.095
8 H 0.54924 1.76011 -1.04424  C2 1.118
9 H 1.61686 2.83623 -0.19974  C2 1.066
10 C 1.80174 -2.01747 2.18731  C14 1.464, H22 1.092, H23 1.146, H25 1.058
11 C -1.11284 -2.17700 -0.26268  C12 1.415, C13 1.353, H18 1.051
12 C -0.20729 -2.43974 0.79269  C11 1.415, C14 1.438, H19 1.132
13 C -0.61527 -1.44146 -1.28356  C11 1.353, C15 1.358, O17 1.382
14 C 1.18268 -2.07841 0.86211  C10 1.464, C12 1.438, C16 1.464
15 C 0.70540 -1.13649 -1.37374  C13 1.358, C16 1.408, H21 1.041
16 C 1.63258 -1.37973 -0.34291  C14 1.464, C15 1.408, H24 1.052
17 O -1.37324 -0.98891 -2.34626  C13 1.382, H20 0.950
18 H -2.09609 -2.54283 -0.32057  C11 1.051
19 H -0.67509 -2.95844 1.68303  C12 1.132
20 H -2.15393 -1.51778 -2.46028  O17 0.950
21 H 0.98871 -0.65378 -2.25101  C15 1.041
22 H 2.86686 -2.23256 2.07412  C10 1.092
23 H 1.40942 -2.65613 3.05367  C10 1.146
24 H 2.66192 -1.17779 -0.42756  C16 1.052
25 H 1.86119 -1.06821 2.65142  C10 1.058

Atom charges from the natural (NBO) analysis, given in e for atoms 1 to 8: atom 1 (C): -0.72, atom 2 (C): -0.75, atom 3 (S): 0.16, atom 4 (H): 0.23, atom 5 (H): 0.22, atom 6 (H): 0.20, atom 7 (H): 0.23, atom 8 (H): 0.22

***

<b>
Below is a cluster of 2 separate species, C9H14OS in total, with properties calculated with ωB97M-V with the def2-TZVPD basis set.

Properties
Orbital gap (eV): 9.029
Highest occupied orbital energy (eV): -8.281
SMILES: Cc1ccc(O)cc1.CSC

Each atom is followed by the atoms it is bonded to, with distances in Å.
Geometry (Å):
1 C 0.37131 1.17531 -2.66160  C5 1.511, H13 1.095, H14 1.085, H16 1.090
2 C -2.74733 -0.54933 -1.39420  C3 1.397, C4 1.375, H9 1.079
3 C -2.49600 -0.60710 -0.02130  C2 1.397, C6 1.373, O8 1.366
4 C -1.89453 0.12548 -2.23544  C2 1.375, C5 1.400, H10 1.091
5 C -0.71370 0.68489 -1.73177  C1 1.511, C4 1.400, C7 1.380
6 C -1.40106 0.03496 0.50105  C3 1.373, C7 1.405, H11 1.080
7 C -0.52116 0.70548 -0.36590  C5 1.380, C6 1.405, H15 1.087
8 O -3.33675 -1.41192 0.69367  C3 1.366, H12 0.962
9 H -3.62270 -1.06797 -1.75389  C2 1.079
10 H -2.10566 0.26515 -3.29629  C4 1.091
11 H -1.17617 0.11090 1.55515  C6 1.080
12 H -3.06930 -1.57703 1.60321  O8 0.962
13 H 0.89235 0.29936 -3.06112  C1 1.095
14 H 1.15460 1.65582 -2.08466  C1 1.085
15 H 0.40590 1.10089 0.04099  C7 1.087
16 H 0.04518 1.80650 -3.48777  C1 1.090
17 C 1.84504 0.60921 2.59711  S19 1.815, H20 1.090, H21 1.088, H22 1.079
18 C 3.80519 0.27329 0.69576  S19 1.792, H23 1.099, H24 1.086, H25 1.076
19 S 2.51709 -0.67462 1.50503  C17 1.815, C18 1.792
20 H 0.78504 0.40520 2.74993  C17 1.090
21 H 2.38513 0.55483 3.54045  C17 1.088
22 H 1.98402 1.59869 2.19025  C17 1.079
23 H 3.39110 1.22117 0.32323  C18 1.099
24 H 4.14272 -0.22940 -0.20544  C18 1.086
25 H 4.56904 0.56685 1.39462  C18 1.076

Atom charges from the natural (NBO) analysis, given in e for atoms 1 to 8: atom 1 (C): -0.62, atom 2 (C): -0.26, atom 3 (C): 0.30, atom 4 (C): -0.19, atom 5 (C): -0.05, atom 6 (C): -0.30, atom 7 (C): -0.18, atom 8 (O): -0.68

***

What are the relative energies? In kcal/mol: <a> 26.2; <b> 0.0.